Density functional theory data (wB97M-V/def2-TZVPD) for one molecule with the formula C4H5N3O in a non-equilibrium geometry.

For the HOMO-LUMO gap, the calculation gives 0.322 hartree. As for the total energy: -394.743844 Eh. For the molar mass, the calculation gives 111.104 g/mol.

```
! wB97M-V def2-TZVPD RIJCOSX def2/J DEFGRID3
* xyz 0 1
C 2.633 0.281 -0.034
N 1.529 -0.816 -0.206
C 0.362 -0.421 0.006
N 0.188 1.029 0.175
N -0.970 1.443 0.047
C -1.996 0.496 -0.188
C -1.719 -0.816 0.032
O -0.525 -1.284 0.119
H 2.380 0.778 0.928
H 3.830 0.051 0.007
H 2.787 1.097 -0.647
H -3.138 0.966 -0.531
H -2.569 -1.449 0.273
*
```

These are the Löwdin partial charges, in e, on atoms 1 to 8:
1. C -0.12
2. N 0.11
3. C -0.52
4. N 0.10
5. N 0.02
6. C -0.10
7. C -0.13
8. O 0.15